# 1
Computed, not measured: C20H21Br4F4FeN2O4 as an isolated structure at a distorted geometry, with ωB97M-V/def2-TZVPD.

```
56
Properties=species:S:1:pos:R:3:forces:R:3
Fe 0.224 0.427 -0.069 -0.9 -0.7 -0.3
C -1.779 2.507 1.579 -0.1 -0.1 0.2
N -1.142 2.224 0.297 0.3 0.0 -0.2
C -0.363 3.396 -0.110 -0.2 0.6 -0.1
C -2.129 1.883 -0.740 -0.4 0.0 -0.1
C -2.827 0.553 -0.469 -0.1 0.0 0.1
N -1.806 -0.392 -0.128 1.5 0.4 0.1
C -2.049 -1.664 0.186 -0.1 -0.4 0.1
C -0.947 -2.491 0.527 -0.1 0.1 0.0
F 0.295 -1.906 0.546 -0.1 -0.1 0.0
C -1.051 -3.807 0.894 -0.1 0.1 0.1
F 0.069 -4.487 1.200 0.0 0.0 0.0
C -2.284 -4.425 0.992 0.0 -0.1 0.0
C -3.390 -3.655 0.681 0.2 -0.1 0.1
F -4.608 -4.209 0.795 -0.1 0.1 -0.1
C -3.294 -2.340 0.276 0.1 0.1 0.0
F -4.443 -1.679 -0.003 0.0 0.0 0.0
H -2.329 3.457 1.545 0.0 -0.1 -0.1
H -1.017 2.573 2.356 0.0 0.0 0.0
H -2.478 1.718 1.845 0.0 0.0 0.0
H -1.011 4.271 -0.263 -0.1 0.0 0.1
H 0.185 3.188 -1.025 -0.3 0.3 0.3
H 0.361 3.634 0.670 0.0 0.0 0.0
H -1.571 1.801 -1.677 -0.1 0.0 0.0
H -2.887 2.672 -0.853 0.1 0.1 0.0
H -3.386 0.269 -1.368 0.0 0.1 0.0
H -3.565 0.650 0.337 -0.1 0.2 -0.1
H -2.383 -5.451 1.310 0.0 0.0 0.0
Br 3.494 -1.027 -6.279 0.0 0.1 0.1
C 2.802 -0.144 -4.768 -0.2 -0.4 0.1
C 3.051 1.244 -4.583 -0.1 0.4 0.2
Br 4.073 2.188 -5.847 0.0 -0.1 0.1
C 2.530 1.900 -3.488 0.4 0.4 -0.4
Br 2.822 3.741 -3.197 -0.1 -0.1 0.1
C 1.735 1.230 -2.533 -0.1 -0.2 0.1
O 1.229 1.779 -1.517 0.4 -0.7 0.1
C 1.459 -0.195 -2.733 -0.2 0.1 0.3
O 0.720 -0.762 -1.892 0.2 0.1 0.3
C 2.033 -0.836 -3.859 0.2 -0.4 -0.7
Br 1.645 -2.668 -4.072 0.0 0.1 0.1
C -0.966 -0.365 3.157 -0.1 -0.1 0.0
O 0.158 0.139 2.452 0.0 0.2 -0.2
C 1.390 -0.307 2.984 0.1 0.1 -0.1
C 2.480 0.493 2.301 -0.1 0.0 0.2
O 2.486 0.294 0.898 -0.3 0.0 -0.2
C 3.246 -0.843 0.491 0.0 -0.1 -0.1
H -1.031 0.098 4.146 0.0 0.0 0.0
H -0.903 -1.451 3.274 0.0 0.0 -0.1
H -1.846 -0.120 2.571 0.0 -0.1 0.0
H 1.506 -1.382 2.799 0.0 0.0 0.0
H 1.426 -0.129 4.065 0.0 0.0 0.0
H 3.454 0.236 2.730 0.0 0.0 -0.1
H 2.290 1.556 2.458 0.0 0.0 0.0
H 4.280 -0.746 0.832 0.0 0.1 0.0
H 3.225 -0.867 -0.595 0.0 0.0 0.0
H 2.820 -1.771 0.878 0.0 0.0 0.0
```
Positions in Å, forces in eV/Å.

## Properties
E_tot in eV: -357676.3317
Multiplicity: 6
LUMO (spin up / spin down) in eV: 0.2 / -2.0
Orbital gap (spin up / spin down) in eV: 7.37 / 5.13
Expectation value of S²: 8.77

=====

# 2
Computed, not measured: one molecule with the formula C20H21BrN2O4S at a distorted geometry, with ωB97M-V/def2-TZVPD.

```
49
Properties=species:S:1:pos:R:3:forces:R:3
C 2.663 4.905 1.922 0.1 0.2 0.0
H 2.382 5.751 1.288 0.0 0.0 0.0
O 1.839 3.787 1.687 -0.2 -0.2 0.1
C 1.841 3.221 0.459 -0.1 -0.2 -0.3
C 2.589 3.672 -0.626 0.0 0.1 0.3
C 2.499 3.023 -1.846 -0.1 -0.2 -0.1
C 1.685 1.917 -1.983 0.0 -0.1 -0.1
C 0.942 1.438 -0.906 0.1 0.4 0.0
C 1.010 2.109 0.300 0.2 0.2 0.0
H 0.443 1.755 1.145 -0.1 0.0 0.1
C -0.017 0.301 -1.058 0.0 0.0 -0.2
O -1.219 0.475 -0.921 -0.2 0.2 0.1
N 0.501 -0.893 -1.417 -0.1 -0.2 0.1
C 1.887 -1.267 -1.273 0.3 0.0 -0.1
H 2.320 -1.463 -2.261 0.0 0.1 0.1
C 1.982 -2.538 -0.389 0.4 0.2 0.0
N 0.744 -2.820 0.293 -0.5 0.5 0.8
S 0.474 -1.805 1.634 -0.1 -0.7 0.2
O 0.721 -2.605 2.797 -0.2 -0.1 0.2
O 1.284 -0.626 1.479 -0.1 0.2 -0.2
C -1.247 -1.351 1.601 0.7 -0.2 0.0
C -2.063 -1.849 2.522 0.5 -0.2 0.1
C -3.476 -1.549 2.685 -0.5 0.2 0.0
C -4.178 -2.154 3.731 0.2 0.1 -0.2
C -5.522 -1.898 3.921 -0.1 0.0 0.0
C -6.190 -1.033 3.069 0.0 0.0 0.1
C -5.505 -0.427 2.026 0.0 0.1 -0.1
C -4.161 -0.679 1.832 0.1 -0.1 0.1
H -3.639 -0.201 1.019 0.1 0.1 -0.1
H -6.024 0.248 1.362 0.0 0.1 -0.1
H -7.241 -0.831 3.216 -0.1 0.0 0.0
H -6.051 -2.372 4.734 0.0 0.0 0.1
H -3.657 -2.828 4.396 0.1 -0.1 0.1
H -1.633 -2.554 3.223 0.0 -0.1 0.1
H -1.506 -0.619 0.857 -0.1 0.1 -0.2
C -0.358 -3.048 -0.608 -0.4 -0.1 -0.2
C -0.382 -1.992 -1.739 -0.2 0.0 -0.2
H -0.033 -2.430 -2.681 0.0 0.0 0.0
H -1.384 -1.586 -1.883 0.1 -0.1 0.0
H -1.273 -3.018 -0.016 0.0 -0.1 -0.3
H -0.254 -4.053 -1.030 -0.1 0.1 0.1
H 2.745 -2.409 0.377 0.2 -0.1 -0.2
H 2.232 -3.414 -0.995 0.0 0.0 0.1
H 2.423 -0.448 -0.796 0.0 -0.1 -0.1
Br 1.568 1.082 -3.688 0.0 0.2 -0.1
H 3.066 3.383 -2.691 0.0 0.0 0.0
H 3.237 4.530 -0.543 0.0 0.1 0.1
H 3.719 4.665 1.766 0.0 0.0 0.0
H 2.505 5.170 2.966 0.0 0.0 -0.1
```
Positions in Å, forces in eV/Å.

## Properties
SMILES: COc1ccc(Br)c(C(=O)N2CCN(S(=O)(=O)/C=C/c3ccccc3)CC2)c1
E_tot in eV: -113127.6674
Multiplicity: 1
LUMO in eV: 0.0
Orbital gap in eV: 8.53

=====

# 3
Computed, not measured: an isolated ion of composition C20H21BrN3O5S and charge -1 at a distorted geometry, with ωB97M-V/def2-TZVPD.

```
51
Properties=species:S:1:pos:R:3:forces:R:3
C 4.457 2.779 -1.428 0.3 0.1 -0.2
C 2.979 2.554 -1.280 0.2 -0.5 0.3
O 2.777 1.137 -1.015 -0.4 0.7 -0.4
C 1.451 0.867 -0.841 -0.7 0.2 0.5
C 1.232 -0.666 -0.750 -1.2 0.9 -2.6
C -0.217 -0.995 -0.834 1.1 -1.8 1.3
C -0.679 -2.368 -1.145 -0.7 -0.4 0.8
N -1.121 -0.031 -0.940 0.1 4.1 0.3
N -1.917 0.232 0.023 -1.8 -1.3 -0.7
C -2.846 1.292 -0.237 1.0 -1.4 1.3
N -3.134 1.518 -1.559 -0.3 0.4 -0.3
C -4.206 2.308 -1.988 -0.2 -0.1 0.1
C -4.863 2.015 -3.200 -0.2 0.3 0.4
C -6.051 2.679 -3.523 0.4 0.2 0.3
C -6.556 3.674 -2.675 0.0 0.0 0.1
C -5.868 4.015 -1.503 0.4 -0.5 -0.4
C -4.689 3.339 -1.163 -0.5 0.3 -0.1
O -3.317 1.843 0.751 -0.2 0.3 -0.9
O 0.631 1.756 -0.747 1.2 -1.0 -0.2
H 4.651 3.848 -1.527 0.0 0.0 0.0
H 5.011 2.421 -0.558 -0.1 0.0 0.0
H 4.848 2.281 -2.319 0.0 0.0 0.1
H 2.574 3.124 -0.439 0.0 0.0 -0.2
H 2.436 2.815 -2.195 0.0 0.0 0.3
H 1.677 -1.105 -1.655 1.0 0.1 0.0
H 0.148 -3.042 -1.375 0.0 0.0 0.1
H -1.254 -2.784 -0.310 0.1 -0.4 -0.3
H -1.352 -2.331 -2.016 0.0 -0.1 -0.1
H -2.658 0.878 -2.194 -0.1 0.4 0.2
H -4.452 1.247 -3.854 -0.2 0.1 0.1
H -6.586 2.414 -4.437 0.2 0.1 0.2
H -7.489 4.186 -2.922 0.3 -0.2 0.0
H -6.239 4.795 -0.837 0.0 -0.2 -0.2
H -4.167 3.577 -0.239 -0.2 -0.2 -0.3
Br 3.529 -2.367 -0.183 0.0 0.2 0.0
C 2.055 -1.204 0.429 1.0 0.0 1.3
S 1.164 -2.081 1.743 -1.7 -0.6 -0.4
C 2.314 -2.825 2.903 0.3 0.1 0.3
C 2.743 -4.132 2.656 0.1 -0.1 0.2
C 3.476 -4.816 3.625 -0.2 0.3 0.0
C 3.768 -4.195 4.843 0.0 0.1 0.0
C 3.334 -2.889 5.089 -0.1 -0.1 -0.3
C 2.590 -2.204 4.122 0.2 -0.2 -0.2
O 0.375 -1.098 2.453 0.8 -0.4 -0.1
O 0.552 -3.249 1.149 0.2 0.2 0.4
H 2.542 -0.395 0.995 0.0 -0.2 -0.4
H 2.480 -4.625 1.725 0.0 0.2 0.1
H 3.792 -5.839 3.421 0.0 0.3 0.1
H 4.324 -4.742 5.610 -0.2 0.2 -0.3
H 3.549 -2.403 6.040 0.0 -0.2 -0.2
H 2.198 -1.208 4.312 0.1 -0.1 0.0
```
Positions in Å, forces in eV/Å.

## Properties
SMILES: CCOC(=O)[C@H](/C(C)=N/N=C(/[O-])Nc1ccccc1)[C@H](Br)S(=O)(=O)c1ccccc1
E_tot in eV: -116663.2778
Multiplicity: 1
LUMO in eV: 2.5
Orbital gap in eV: 4.07
Total charge: -1

=====

# 4
Computed, not measured: C20H21ClN5PtS2Se2 as an isolated structure, with ωB97M-V/def2-TZVPD.

```
52
Properties=species:S:1:pos:R:3:forces:R:3
Pt 0.419 -0.487 -0.520 -0.2 0.3 -0.1
C -1.637 -0.412 2.689 -0.1 0.0 0.0
C -0.170 -0.614 2.820 0.0 0.0 0.2
N 0.678 -0.629 1.829 0.0 0.0 -0.2
C 1.968 -0.856 2.266 -0.1 0.0 0.4
C 2.091 -1.002 3.612 -0.1 0.0 -0.1
S 0.561 -0.862 4.359 0.0 0.0 -0.2
C 3.051 -0.913 1.292 0.4 0.0 0.0
C 4.381 -1.065 1.546 -0.1 0.0 -0.1
S 5.257 -1.036 0.079 -0.2 0.0 0.0
C 3.794 -0.819 -0.798 0.2 0.0 0.0
N 2.742 -0.780 -0.036 -0.2 -0.1 -0.1
C 3.774 -0.690 -2.281 0.0 0.0 0.0
H -1.882 -0.285 1.639 0.0 0.0 0.0
H -1.962 0.470 3.241 0.0 0.0 0.0
H -2.185 -1.272 3.077 0.0 0.0 0.0
H 2.983 -1.192 4.183 0.0 0.0 0.0
H 4.872 -1.186 2.497 0.0 0.0 0.0
H 4.777 -0.524 -2.669 0.0 0.0 0.0
H 3.136 0.145 -2.572 0.0 0.0 0.0
H 3.375 -1.597 -2.736 0.0 0.0 0.0
Cl -1.175 -1.190 -3.364 -0.1 0.0 -0.2
C 0.432 -0.752 -2.637 0.1 0.0 0.1
H 0.754 0.116 -3.212 0.0 0.0 0.0
H 1.072 -1.589 -2.915 0.0 0.0 0.0
C 2.306 4.762 0.872 0.1 0.1 0.1
N 1.701 3.712 0.070 0.0 -0.1 0.0
C 1.195 3.841 -1.196 -0.1 0.0 -0.1
C 0.715 2.613 -1.544 0.0 0.1 0.0
N 0.923 1.744 -0.507 0.0 -0.2 0.1
C 1.514 2.433 0.446 0.0 0.0 0.0
H 2.389 5.661 0.269 0.0 0.0 0.0
H 3.301 4.462 1.193 0.0 0.0 0.0
H 1.691 4.978 1.744 0.0 0.0 0.0
H 1.217 4.777 -1.725 0.0 0.0 0.0
H 0.230 2.306 -2.454 0.0 0.0 0.0
H 1.817 2.047 1.407 0.0 0.0 0.0
Se -1.365 -4.305 -2.826 -0.1 -0.1 -0.2
C -0.735 -3.491 -1.344 0.2 0.1 0.1
N -0.309 -2.794 -0.526 0.0 -0.2 0.3
Se -2.123 0.552 -0.884 0.0 -0.1 0.1
C -3.682 -0.465 -0.594 0.1 0.1 -0.1
C -3.641 -1.771 -0.102 0.1 0.0 0.0
C -4.816 -2.481 0.064 0.0 0.0 0.0
C -6.037 -1.898 -0.258 0.0 0.0 0.0
C -6.083 -0.598 -0.745 -0.1 0.0 0.0
C -4.913 0.119 -0.914 0.0 0.1 0.0
H -2.689 -2.220 0.143 0.0 0.0 0.0
H -4.784 -3.494 0.442 0.0 0.0 0.0
H -6.953 -2.458 -0.130 0.0 0.0 0.0
H -7.033 -0.145 -0.995 0.0 0.0 0.0
H -4.941 1.131 -1.295 0.0 0.0 0.0
```
Positions in Å, forces in eV/Å.

## Properties
E_tot in eV: -196655.5097
Multiplicity: 5
LUMO (spin up / spin down) in eV: -2.3 / -5.1
Orbital gap (spin up / spin down) in eV: 6.77 / 6.17
Expectation value of S²: 6.02
Total charge: +1

=====

Going through the records in order, we get energy above the lowest of the compared OMol25 structures with the same formula, charge and spin values of 0.409 0.326 0.873 0.240 eV.
Going through the records in order, we get molar mass values of 804.85 465.37 495.37 784.01 g mol⁻¹.